Density functional theory data (ωB97M-V/def2-TZVPD) for 2 unconnected molecules or ions with the total composition C12H18N2O5 in a non-equilibrium geometry.

Results
Energy above the lowest of the compared OMol25 structures with the same formula, charge and spin, kcal per mole: 16.30
E, eV: -25954.24539
HOMO, Eh: -0.3248
E_LUMO, Eh: 0.0169
Structure (SMILES): CNC(=O)[C@H](C)NC(C)=O.O=C(O)Cc1ccco1

Geometry as XYZ:
```
37
Properties=species:S:1:pos:R:3:forces:R:3:nbo_charge:R:1
C -1.763 1.072 -5.260 0.525 -0.208 0.376 -0.4101
N -1.371 1.439 -3.900 -0.865 0.856 0.245 -0.6119
C -0.433 0.810 -3.181 0.252 -1.262 -0.325 0.6564
O 0.184 -0.149 -3.640 -0.016 0.390 0.452 -0.6402
C -0.154 1.305 -1.735 0.008 0.153 0.230 -0.1295
C 0.485 0.226 -0.848 0.003 0.168 -0.703 -0.6110
N -1.320 1.834 -1.012 0.407 -0.915 -0.049 -0.6038
C -1.925 2.995 -1.253 -0.608 1.045 -0.140 0.6785
C -3.054 3.378 -0.325 0.100 -0.023 -0.016 -0.7073
O -1.617 3.729 -2.181 0.270 0.054 -0.298 -0.6554
H -0.934 1.260 -5.945 -0.090 -0.076 -0.081 0.2037
H -2.629 1.655 -5.573 0.133 0.000 0.207 0.2052
H -2.009 0.009 -5.298 0.043 0.081 -0.045 0.2106
H -1.768 2.280 -3.496 0.167 -0.022 -0.205 0.4221
H 0.565 2.120 -1.836 -0.037 0.162 -0.071 0.2269
H 1.414 -0.124 -1.300 -0.213 -0.071 0.070 0.2598
H -0.194 -0.621 -0.741 0.054 -0.081 0.017 0.2077
H 0.710 0.645 0.132 -0.050 0.071 -0.004 0.2018
H -1.656 1.290 -0.235 0.020 -0.092 -0.014 0.3967
H -3.489 4.317 -0.666 0.096 -0.146 0.024 0.2459
H -2.665 3.504 0.683 -0.129 -0.041 0.140 0.2277
H -3.815 2.599 -0.336 -0.088 -0.027 0.159 0.2257
O 2.627 -2.541 0.224 -0.438 -0.931 0.547 -0.5941
C 1.864 -2.868 1.114 0.796 1.141 -1.484 0.7934
O 1.494 -4.146 1.340 0.005 0.811 0.195 -0.6699
C 1.283 -1.763 1.977 -0.824 -1.171 0.767 -0.5471
C 1.567 -2.024 3.419 0.946 0.874 0.900 0.2746
C 2.650 -1.556 4.111 -0.503 -0.447 0.265 -0.3019
C 2.486 -2.019 5.465 -0.493 -0.248 -0.376 -0.3094
C 1.315 -2.725 5.488 1.301 0.771 0.159 0.0797
O 0.731 -2.729 4.246 0.325 0.047 0.110 -0.4050
H 1.963 -4.667 0.670 0.007 -0.048 0.015 0.5020
H 1.727 -0.810 1.687 0.047 -0.399 -0.041 0.2591
H 0.205 -1.707 1.819 -0.080 -0.041 -0.080 0.2467
H 3.467 -0.960 3.715 -0.296 -0.184 0.037 0.2311
H 3.154 -1.849 6.305 -0.242 -0.087 -0.219 0.2305
H 0.902 -3.212 6.366 -0.532 -0.105 -0.764 0.2110
```
Positions in Å, forces in eV/Å.

=====

Density functional theory data (ωB97M-V/def2-TZVPD) for a molecular structure, C10H11AuCl3F4N2O4SeSi.

Results
Total charge: -1
Energy above the lowest of the compared OMol25 structures with the same formula, charge and spin, kcal per mole: 0.00
E, eV: -147076.18762
HOMO, Eh: -0.1744
E_LUMO, Eh: 0.0683

Geometry as XYZ:
```
37
Properties=species:S:1:pos:R:3:forces:R:3:nbo_charge:R:1
Au 0.020 0.596 0.807 -0.031 0.020 0.070 1.0699
C -2.488 1.460 -1.590 -0.007 -0.011 0.013 -0.4120
N -1.619 0.330 -1.322 -0.015 0.043 -0.035 -0.4738
C -0.915 -0.092 -2.523 -0.015 0.050 -0.023 -0.4295
C -2.365 -0.744 -0.681 0.003 -0.005 0.011 -0.2330
C -1.502 -1.914 -0.250 0.053 0.006 0.027 -0.2278
N -0.464 -1.515 0.694 -0.044 -0.112 0.031 -0.7878
C 0.256 -2.480 1.304 -0.032 0.033 -0.017 0.1861
C 1.126 -2.170 2.384 -0.001 0.000 0.015 0.2332
F 1.222 -0.890 2.803 -0.004 0.001 -0.018 -0.3209
C 1.873 -3.104 3.058 -0.007 0.008 -0.007 0.3573
F 2.652 -2.684 4.074 0.005 0.000 0.007 -0.3192
C 1.839 -4.450 2.746 0.008 -0.011 0.005 -0.4237
C 1.009 -4.790 1.701 -0.007 -0.002 -0.005 0.3521
F 0.931 -6.082 1.317 0.001 0.003 0.004 -0.3240
C 0.257 -3.868 1.003 0.013 0.010 -0.003 0.2063
F -0.465 -4.366 -0.035 -0.012 0.031 -0.008 -0.3302
H -3.300 1.193 -2.289 0.000 0.009 -0.005 0.1555
H -1.913 2.278 -2.023 0.006 -0.007 -0.006 0.2069
H -2.933 1.809 -0.657 0.002 0.002 0.005 0.2109
H -1.607 -0.507 -3.276 -0.011 -0.014 0.009 0.1548
H -0.160 -0.836 -2.281 -0.005 -0.004 -0.001 0.2185
H -0.396 0.764 -2.955 0.009 -0.024 0.007 0.2247
H -3.151 -1.128 -1.357 0.009 -0.007 -0.014 0.1623
H -2.861 -0.318 0.195 -0.005 -0.004 0.013 0.2124
H -1.085 -2.396 -1.140 -0.008 0.002 0.002 0.1827
H -2.178 -2.646 0.204 0.004 -0.019 0.012 0.1888
H 2.426 -5.181 3.279 0.000 0.001 -0.001 0.2342
Cl -0.875 4.112 0.358 0.055 0.024 -0.014 -0.3845
Si 0.624 2.802 0.848 -0.060 0.059 -0.102 1.3669
Cl 1.456 3.479 2.587 -0.006 -0.056 -0.033 -0.3691
Cl -1.558 1.186 2.354 0.004 -0.025 0.003 -0.4859
O 1.762 2.943 -0.351 0.003 -0.097 0.044 -1.1467
Se 2.442 1.543 -1.188 -0.008 0.102 0.018 2.7749
O 2.069 1.742 -2.727 0.017 0.030 0.031 -0.9978
O 1.562 0.282 -0.525 0.168 -0.019 0.006 -1.0533
O 3.977 1.485 -0.764 -0.080 -0.018 -0.041 -0.9796
```
Positions in Å, forces in eV/Å.